(1)
Computed, not measured: a 2-piece molecular cluster, CH3F3P overall in a non-equilibrium geometry, with the ωB97M-V functional and the def2-TZVPD basis.

Each line ends with the natural charge from an NBO analysis.
Element x y z (Å)
C: -1.766025 -0.163614 -0.044358  -0.0340
F: 2.354888 1.447133 0.357433  -0.5188
F: 1.829913 -0.272721 -1.234392  -0.5382
F: 1.745427 -0.744036 1.088434  -0.5334
P: 1.301649 0.337349 0.122073  1.8986
H: -2.384353 0.697215 0.321830  0.2412
H: -1.692046 -1.192710 0.498239  0.2552
H: -1.389455 -0.108618 -1.109256  0.2294

Cartesian forces, eV/Å:
0.7 -1.0 -0.7
-0.5 -0.3 0.0
-0.5 0.5 0.9
0.3 -0.7 0.8
-0.3 0.2 -1.6
0.9 -0.8 0.0
-0.1 2.2 -0.8
-0.6 -0.1 1.3

- Energy relative to the best compared isomer or geometry (same formula, charge and spin): 2.699 eV
- Gap between HOMO and LUMO (alpha / beta): 0.28555 / 0.28558 Eh
- LUMO level (alpha / beta): -8.8 / -8.8 eV
- Net charge: +1

***

(2)
Computed, not measured: a 2-piece molecular cluster, CH3FN2O overall in a non-equilibrium geometry, with the ωB97M-V functional and the def2-TZVPD basis.

Each line ends with the natural charge from an NBO analysis.
Element x y z (Å)
C: -0.141074 -0.158347 0.111918  0.5340
N: 1.047955 -0.669972 0.098841  -0.7600
N: -0.452114 1.101810 0.131121  -0.2362
O: -1.511747 -1.840792 0.084591  -0.5656
F: -1.797086 1.253030 0.066819  -0.1960
H: 1.835273 -0.027344 -0.178591  0.3779
H: 1.162527 -1.651739 -0.047387  0.4419
H: -0.143735 1.993352 -0.267309  0.4042

Cartesian forces, eV/Å:
-2.6 -3.8 0.1
2.1 2.3 -0.9
-0.2 0.3 -0.3
2.5 3.2 0.1
-1.8 0.5 0.2
-0.8 -1.3 0.6
-0.2 -0.4 0.1
1.0 -0.8 0.2

- Energy relative to the best compared isomer or geometry (same formula, charge and spin): 7.676 eV
- Gap between HOMO and LUMO (alpha / beta): 0.31841 / 0.31903 Eh
- LUMO level (alpha / beta): -0.4 / -0.4 eV

***

(3)
Computed, not measured: CH3FN2O2 as an isolated structure in a non-equilibrium geometry, with the ωB97M-V functional and the def2-TZVPD basis.

Each line ends with the natural charge from an NBO analysis.
Element x y z (Å)
C: 0.112811 1.297968 -0.202651  -0.3163
N: -0.268270 -0.363688 0.710433  0.0565
N: -0.301291 -1.346010 -0.256057  0.5822
O: -0.943475 -1.015429 -1.231901  -0.4131
O: 0.164063 -2.431448 -0.096094  -0.3505
F: 0.682441 -0.562027 1.685765  -0.2162
H: -0.810538 1.489210 -0.580575  0.2093
H: 0.301440 1.687437 0.842878  0.2175
H: 1.062818 1.243988 -0.871798  0.2306

Cartesian forces, eV/Å:
3.9 -3.1 4.2
0.0 3.9 -1.2
-0.1 -0.8 -1.3
-0.3 0.5 -0.2
0.8 -0.7 1.0
0.2 -0.5 -0.7
-2.3 0.5 -1.3
-0.1 0.3 -1.7
-2.1 -0.3 1.2

- Energy relative to the best compared isomer or geometry (same formula, charge and spin): 4.343 eV
- Gap between HOMO and LUMO: 0.38477 Eh
- LUMO level: -0.5 eV

***

(4)
Computed, not measured: the molecule CH3FN2OS in a non-equilibrium geometry, with the ωB97M-V functional and the def2-TZVPD basis.

Each line ends with the natural charge from an NBO analysis.
Element x y z (Å)
C: -1.488361 0.015417 -0.003146  0.9359
N: -0.212772 0.491205 0.157655  -0.4932
N: 0.921532 -0.023441 -0.450056  -0.5544
O: -1.978464 -1.009504 -0.391932  -0.5709
F: -2.286557 1.038274 0.430171  -0.3527
S: 1.853569 -1.252010 0.423205  0.1141
H: -0.128302 1.306664 0.749437  0.4082
H: 0.635929 -0.394355 -1.294241  0.3680
H: 2.683425 -0.172250 0.378906  0.1450

Cartesian forces, eV/Å:
-0.4 -0.2 0.4
-0.9 -0.5 0.0
-0.5 0.2 1.6
1.3 1.2 0.1
-0.2 -0.3 0.1
0.2 1.9 -0.4
0.2 0.0 -0.4
-0.6 -0.9 -2.2
0.8 -1.4 0.9

- Energy relative to the best compared isomer or geometry (same formula, charge and spin): 0.409 eV
- Structure (SMILES): O=C(F)NNS
- Gap between HOMO and LUMO: 0.38032 Eh
- LUMO level: 0.4 eV

***

(5)
Computed, not measured: CH3FNO as an isolated structure in a non-equilibrium geometry, with the ωB97M-V functional and the def2-TZVPD basis.

Each line ends with the natural charge from an NBO analysis.
Element x y z (Å)
C: 0.567158 0.380907 0.017862  -0.0339
N: 1.667966 0.162156 0.681612  -0.3021
O: -1.015417 -0.585282 0.270803  -1.0443
F: 2.651626 -0.507570 -0.154135  -0.3698
H: 0.659976 0.033699 -1.108678  0.1644
H: -0.692381 -1.264906 0.965922  0.4186
H: -0.003801 1.310622 0.226337  0.1670

Cartesian forces, eV/Å:
-0.4 -0.7 -3.2
-0.1 1.0 1.5
1.4 -1.6 1.8
-0.2 -0.7 -0.5
-0.4 1.1 2.1
-0.8 1.6 -1.7
0.5 -0.8 0.1

- Energy relative to the best compared isomer or geometry (same formula, charge and spin): 2.798 eV
- Gap between HOMO and LUMO: 0.29420 Eh
- LUMO level: 5.1 eV
- Net charge: -1

***

(6)
Computed, not measured: an isolated ion of composition CH3FNO2S and charge -1 in a non-equilibrium geometry, with the ωB97M-V functional and the def2-TZVPD basis.

Each line ends with the natural charge from an NBO analysis.
Element x y z (Å)
C: -1.217987 -0.840743 -1.075578  -0.2466
N: 0.471916 0.918447 1.009104  -1.0681
O: 1.137794 0.843498 -1.468282  -1.0038
O: 1.640620 -1.088213 -0.046219  -1.0109
F: -1.710471 -1.207087 0.202871  -0.4569
S: 0.660746 -0.080760 -0.445540  1.9789
H: -1.652868 0.176205 -1.211516  0.0767
H: -0.461074 0.752201 1.365985  0.3657
H: 1.131324 0.526452 1.669175  0.3650

Cartesian forces, eV/Å:
1.9 0.8 0.9
0.0 -0.4 -0.8
-0.2 -0.1 0.1
-0.3 -0.1 0.2
-0.4 -0.2 0.2
-0.9 0.3 -0.8
0.1 0.0 0.0
-0.2 -0.1 0.1
0.0 -0.1 0.2

- Energy relative to the best compared isomer or geometry (same formula, charge and spin): 2.674 eV
- Structure (SMILES): N[S@@](=O)([O-])=CF
- Gap between HOMO and LUMO: 0.28519 Eh
- LUMO level: 4.0 eV
- Net charge: -1

***

The following electronic energy values (in eV) correspond, in order, to the records above: -18518.5776 -8822.5924 -10870.8842 -19664.6835 -7337.9195 -20222.1004.